Molecular formula: C72H160ClF2N9O4S2
Method: DFT, wB97M-V/def2-TZVPD

## Properties
Charge ... +6
Molar mass ... 1353.71 g mol⁻¹
Max |F| ... 4.305 eV Å⁻¹
Calculated total energy ... -138432.691 eV
Orbital gap ... 8.681 eV

```
250
Properties=species:S:1:pos:R:3:forces:R:3
C -8.329930 -1.370227 5.465878 1.347 1.349 0.050
C -8.048407 -2.451046 4.472145 0.186 -1.352 -0.081
C -6.804174 -2.167501 3.654468 0.786 -1.481 0.020
N -6.236284 -3.424716 2.891669 -1.402 -0.089 -0.231
C -7.302396 -4.218911 2.061077 0.568 1.487 0.376
C -7.732907 -3.446760 0.802473 -0.741 -0.432 0.264
C -6.627692 -2.928764 -0.086660 2.424 -0.668 0.196
C -5.669492 -2.101806 0.785838 0.632 -0.519 0.960
C -5.142435 -2.934012 1.986315 0.295 -0.464 -0.338
C -5.746345 -4.423722 3.883341 1.265 1.730 0.580
H -9.335918 -1.384388 5.836634 -0.270 -0.368 0.615
H -8.252988 -0.382237 4.971889 -0.015 -0.323 -0.013
H -7.531929 -1.345867 6.235500 -0.812 -0.129 0.028
H -8.902961 -2.568978 3.853897 -0.778 0.324 -1.107
H -8.026803 -3.471232 4.891488 0.376 0.553 0.533
H -5.931127 -1.856908 4.280834 -0.780 -0.081 -0.414
H -7.010117 -1.439419 2.890707 0.021 0.364 -0.085
H -8.128800 -4.372876 2.760964 0.030 -0.022 -0.339
H -6.805029 -5.166267 1.922695 -0.027 -0.291 -0.592
H -8.250672 -2.548353 1.155858 -0.475 -0.225 -0.061
H -8.451870 -4.102269 0.267534 0.337 0.545 0.249
H -6.949457 -2.352826 -0.959462 -0.241 -0.243 0.274
H -5.926163 -3.731988 -0.429842 -1.013 0.183 -0.209
H -6.150293 -1.236823 1.199851 -0.317 0.740 -0.079
H -4.750294 -1.765310 0.290025 -0.349 -0.097 -0.304
H -4.460173 -2.392610 2.642624 -0.044 0.365 -0.099
H -4.530150 -3.783820 1.635240 -0.567 0.061 0.052
H -5.197322 -5.211769 3.404539 -0.169 -0.508 -0.365
H -6.544867 -4.733145 4.533020 -0.242 -0.411 -0.067
H -5.013861 -3.877407 4.491221 -0.093 -0.236 0.116
C -0.974080 7.643586 -6.272004 0.244 -0.312 2.021
C -1.202312 6.390618 -5.363796 -0.844 0.547 -0.177
C -2.668926 6.102135 -4.851850 1.327 -0.667 0.435
N -3.052212 6.645420 -3.469051 0.393 -1.972 0.803
C -4.532622 6.485165 -3.251469 -0.277 -0.486 -2.042
C -5.098774 6.930994 -1.945247 0.527 0.586 -0.467
C -4.404610 6.247606 -0.830391 -0.482 -0.727 1.301
C -2.918196 6.273205 -0.980706 0.915 -0.569 -0.573
C -2.433204 5.794034 -2.356241 -0.127 0.187 -0.300
C -2.697277 8.033713 -3.390770 0.358 1.418 -0.680
H -1.162407 8.592004 -5.743026 0.207 -0.368 -0.111
H -1.704513 7.576206 -7.032731 -0.394 0.117 -1.296
H 0.066506 7.669948 -6.626779 -0.529 -0.079 -0.158
H -0.446130 6.282009 -4.596456 -0.005 0.211 0.547
H -1.040209 5.508991 -5.964292 0.122 -0.160 -0.492
H -2.709240 5.006991 -4.752555 -0.366 0.361 0.061
H -3.407589 6.407076 -5.593199 -0.075 0.261 0.235
H -4.688406 5.435798 -3.488596 -0.323 -0.244 0.335
H -4.961867 7.015531 -4.082010 -0.489 0.416 -0.316
H -6.162431 6.789569 -1.949284 -0.537 -0.334 -0.072
H -4.977928 8.003918 -1.864067 -0.031 0.344 0.147
H -4.661359 5.203242 -0.779423 -0.498 -0.698 -0.295
H -4.791209 6.625220 0.117365 0.498 0.271 0.120
H -2.405036 5.665981 -0.234881 -0.085 -0.078 0.064
H -2.517964 7.246573 -0.880152 0.387 1.277 0.413
H -2.711779 4.773867 -2.603266 -0.286 -0.182 0.156
H -1.352728 5.824983 -2.435640 0.197 0.318 -0.048
H -2.901710 8.373512 -4.394522 -0.270 0.839 -0.075
H -1.629879 8.201955 -3.246250 -0.124 -0.187 0.374
H -3.335205 8.541241 -2.676003 0.431 0.215 0.011
C 5.523216 -1.939724 -1.813929 -0.325 0.007 -1.192
C 5.437408 -0.418654 -1.881166 0.476 0.402 1.294
C 5.978814 0.239914 -0.586920 -0.118 0.491 -1.580
N 6.217268 1.766140 -0.784767 -0.177 -1.203 1.822
C 6.478140 2.318729 0.617196 1.573 0.739 0.584
C 7.128262 3.731923 0.607809 -0.520 0.479 -0.268
C 8.325794 3.866402 -0.394630 -0.937 -2.377 2.144
C 7.855705 3.384780 -1.713653 -0.407 1.935 -1.226
C 7.404760 1.973976 -1.662865 0.246 -0.568 -0.329
C 4.991125 2.381747 -1.362486 0.215 1.228 0.508
H 4.843083 -2.379625 -1.108872 -0.436 -0.012 0.574
H 6.491633 -2.417382 -1.659709 0.204 0.540 -0.029
H 5.163030 -2.246323 -2.799002 0.136 -0.441 0.077
H 4.403631 -0.089121 -2.044806 0.134 -0.256 0.045
H 6.006823 -0.022126 -2.705428 0.250 -0.237 -0.486
H 6.904767 -0.245276 -0.246027 -0.198 0.475 -0.105
H 5.212938 0.178363 0.155078 -0.335 -0.053 0.798
H 7.244897 1.693791 1.117479 -0.604 -0.239 -0.503
H 5.557585 2.296711 1.224658 0.238 -0.106 -0.574
H 7.475088 4.018511 1.617941 -0.280 -0.521 -0.319
H 6.329406 4.468964 0.377410 0.547 -0.177 -0.105
H 9.096028 3.133447 -0.057252 0.012 0.952 0.050
H 8.633665 4.873672 -0.348168 0.768 0.971 -0.229
H 8.611848 3.562032 -2.491295 -0.198 -0.441 0.123
H 7.018779 4.055927 -1.968411 0.071 -0.301 -0.439
H 8.190407 1.350993 -1.265569 0.356 -0.277 0.286
H 7.177413 1.574705 -2.645198 -0.204 0.081 -0.091
H 4.084595 1.938159 -0.936353 0.274 -0.109 -0.486
H 5.125582 2.314186 -2.429611 -0.753 -0.222 -0.334
H 4.978268 3.458861 -1.103930 0.073 -0.627 -0.147
C -4.823388 2.635034 3.780108 -0.758 -0.269 0.277
C -4.195087 3.652007 4.723014 1.200 0.252 1.895
C -4.619662 3.364915 6.213253 0.089 0.262 -0.577
N -3.842984 4.083102 7.302059 0.973 -0.740 0.441
C -3.699555 5.574818 7.202986 -0.926 0.670 -1.377
C -5.093564 6.278679 7.136286 1.976 -0.637 0.598
C -5.870546 6.047791 8.387898 0.712 -0.382 1.106
C -5.985096 4.548973 8.655591 0.613 0.955 -0.645
C -4.614829 3.866076 8.613654 0.232 -0.529 0.269
C -2.377014 3.520409 7.439641 -1.597 0.717 -2.170
H -4.631789 1.609493 4.128791 0.573 0.235 -0.213
H -4.609539 2.718688 2.704974 0.255 0.181 0.493
H -5.902736 2.655405 3.880015 -0.401 0.405 -0.172
H -4.336882 4.728769 4.585365 -0.651 -0.273 -0.714
H -3.093520 3.586427 4.709813 -0.236 -0.308 -0.197
H -4.497240 2.300670 6.444256 -0.130 0.170 -0.041
H -5.659718 3.662519 6.410946 0.393 -0.435 -0.524
H -3.122782 5.864888 6.324484 0.101 -0.411 -0.129
H -3.088670 5.773903 8.046288 0.251 0.860 0.933
H -5.581432 5.719863 6.349532 -0.513 0.599 -0.646
H -5.005803 7.353629 6.945977 0.181 -0.390 -0.396
H -6.799569 6.508002 8.190235 -1.427 0.252 0.351
H -5.455874 6.505302 9.307074 0.079 0.175 -0.690
H -6.644904 4.148489 7.897513 -0.332 -0.488 0.165
H -6.410741 4.429694 9.631065 -0.280 -0.546 0.490
H -4.747334 2.789684 8.705371 0.119 -0.106 0.063
H -3.935540 4.189775 9.422771 -0.402 0.024 -0.347
H -2.355319 2.464484 7.661838 -0.278 -0.149 0.214
H -1.892420 4.131326 8.148963 0.500 0.359 1.091
H -1.884060 3.726538 6.461428 -0.405 -0.305 0.696
C -2.170087 1.834722 -5.262474 2.471 -0.336 -0.493
C -1.026395 1.712677 -6.344253 -0.929 0.506 0.868
C 0.021800 2.783566 -6.171295 0.349 -0.603 1.161
N 1.285943 2.479662 -6.909154 0.482 0.100 -0.348
C 1.190346 2.487454 -8.408779 -0.106 0.465 -1.272
C 1.020506 3.903223 -9.026483 -0.177 -0.516 0.829
C 1.998684 4.957237 -8.506169 -0.209 0.114 -1.478
C 2.118771 4.896075 -7.028586 0.588 0.103 1.326
C 2.365085 3.480607 -6.504852 -1.029 0.569 0.617
C 1.836372 1.128301 -6.533549 -0.205 0.428 -0.262
H -2.627202 2.801362 -5.344268 -0.976 0.159 -0.253
H -1.634868 1.853794 -4.306229 -0.200 -0.227 0.145
H -2.772031 0.930498 -5.325515 -0.523 0.523 0.040
H -1.433602 1.785567 -7.337403 -0.323 -0.291 -0.451
H -0.575198 0.748648 -6.186238 0.069 -0.428 -0.158
H 0.352863 2.806100 -5.116004 -0.193 0.031 -0.272
H -0.336722 3.770586 -6.411505 0.015 0.192 -0.465
H 0.410873 1.808736 -8.766010 -0.386 0.277 0.524
H 2.063232 1.967853 -8.809636 0.450 0.439 0.327
H -0.005568 4.213861 -8.857878 -0.282 0.194 0.217
H 1.094651 3.834478 -10.094279 0.145 -0.296 -0.579
H 1.698742 5.940231 -8.900420 -0.177 -0.188 0.480
H 2.960454 4.835122 -8.993892 0.374 -0.397 0.106
H 1.245894 5.308531 -6.529627 -0.274 0.070 0.029
H 2.958924 5.510148 -6.654578 -0.263 -0.256 -0.216
H 2.421207 3.470638 -5.399891 -0.053 -0.185 -0.502
H 3.245869 3.055183 -6.913702 1.049 -0.072 -0.370
H 2.838263 1.195461 -6.959620 0.012 -0.744 0.531
H 1.269073 0.339672 -7.016794 0.016 0.053 -0.183
H 1.765447 1.003083 -5.454916 0.416 0.143 0.084
C 3.550857 -3.309057 2.206613 -0.275 1.055 0.056
C 4.426262 -4.277049 2.976504 0.843 -0.184 -0.064
C 5.292592 -3.511453 3.957897 1.035 -0.634 -0.301
N 6.329472 -4.403061 4.684195 0.553 0.785 -0.708
C 7.193348 -3.432754 5.540801 -0.069 -1.042 0.135
C 6.544187 -2.878457 6.778527 -0.976 0.560 0.255
C 5.866247 -3.949591 7.588409 1.548 -1.718 1.054
C 5.041744 -4.861428 6.771483 -1.861 -0.241 -1.540
C 5.730721 -5.476090 5.557987 0.298 0.059 1.196
C 7.321459 -4.968177 3.676833 -0.309 -0.044 -0.131
H 2.737379 -2.900932 2.795752 -0.290 -0.255 0.443
H 3.086399 -3.766630 1.347641 -0.012 -0.167 -0.365
H 4.060194 -2.372753 1.896925 0.248 -0.734 -0.144
H 5.119370 -4.785946 2.260309 -0.868 0.066 0.575
H 3.833942 -4.988975 3.570215 0.052 -0.059 -0.647
H 4.672230 -3.086567 4.745068 0.286 0.486 -0.203
H 5.928309 -2.790564 3.373915 -0.760 -0.299 0.930
H 7.536369 -2.672883 4.867217 0.083 0.420 -0.379
H 8.054949 -4.024407 5.820852 0.223 -0.206 0.119
H 5.805228 -2.085190 6.541332 0.538 -0.204 0.072
H 7.324185 -2.476908 7.419417 0.150 0.489 -0.276
H 5.318512 -3.613318 8.480425 0.285 0.196 -0.436
H 6.653568 -4.684125 7.956212 -0.444 1.161 0.112
H 4.211236 -4.368767 6.267096 -0.662 0.466 0.620
H 4.596942 -5.621606 7.415608 0.103 -0.238 -0.337
H 5.066585 -6.142629 5.040189 -0.399 0.152 -0.748
H 6.495004 -6.133241 5.915240 1.140 -0.152 -0.062
H 8.027957 -5.595572 4.198898 0.214 0.023 0.276
H 7.838684 -4.147427 3.178455 -0.020 0.066 0.280
H 6.893329 -5.581281 2.884375 -0.497 0.038 0.382
C 2.232569 -6.247221 -5.850274 0.512 1.058 -1.348
C 1.563826 -6.427580 -4.541696 -1.241 0.522 0.957
C 2.541906 -7.132797 -3.615942 0.315 -0.415 0.228
N 2.009803 -7.761881 -2.322149 -0.138 1.147 -0.314
C 2.792472 -9.008618 -2.062957 1.199 0.200 0.534
C 2.575167 -9.648093 -0.719562 -0.288 0.190 0.685
C 2.862814 -8.665101 0.405591 0.339 -0.022 0.598
C 1.946601 -7.450972 0.235434 0.587 0.409 -0.269
C 2.221572 -6.778301 -1.172291 0.527 -2.104 2.021
C 0.579782 -8.094344 -2.510317 0.650 -0.594 -0.527
H 2.519358 -7.212531 -6.237298 0.216 -0.219 -0.388
H 3.111925 -5.607696 -5.779281 0.332 -0.194 0.150
H 1.632731 -5.723826 -6.612812 -0.176 -0.461 0.429
H 0.631919 -6.978521 -4.717326 0.420 -0.287 0.134
H 1.193897 -5.479191 -4.136140 0.294 0.081 0.128
H 3.412741 -6.514730 -3.316621 -0.572 -0.219 -0.310
H 2.922326 -7.983983 -4.168579 0.226 -0.130 -0.148
H 3.853239 -8.704533 -2.088187 -0.302 -0.027 -0.198
H 2.652519 -9.740476 -2.841711 -0.377 0.108 -0.554
H 3.296739 -10.452397 -0.684785 -0.049 -0.481 0.071
H 1.565093 -10.048772 -0.568675 0.221 -0.139 -0.295
H 3.912145 -8.313447 0.305771 -0.358 -0.209 0.151
H 2.787987 -9.172841 1.409883 -0.134 0.647 -1.017
H 2.137489 -6.712873 1.027098 0.224 0.128 -0.383
H 0.913305 -7.691111 0.409868 -0.603 -0.273 -0.326
H 3.305184 -6.623947 -1.137934 -0.194 0.440 -0.416
H 1.657021 -5.872315 -1.232556 -0.420 0.413 -0.773
H 0.514761 -8.816912 -3.336179 -0.102 0.087 0.454
H 0.074489 -7.207493 -2.788989 -0.718 0.750 0.056
H 0.233399 -8.477790 -1.585407 -0.647 -0.468 0.604
C 1.872894 -1.663547 -2.460805 0.296 0.183 -0.785
C 1.192828 -1.371419 -1.181973 -1.253 0.542 1.643
C 0.034641 -0.382357 -1.511754 0.226 0.113 1.337
N -0.579450 0.274654 -0.231867 -0.089 -1.610 -0.147
C 0.359650 1.150529 0.534264 0.478 0.414 -0.172
C -0.357408 1.866521 1.708584 1.460 -1.298 0.181
C -1.420919 2.728927 1.129891 -0.606 1.316 0.221
C -2.388537 1.874486 0.344556 -0.780 1.210 -0.629
C -1.731079 1.088781 -0.752055 0.344 -0.161 1.315
C -1.050372 -0.858878 0.634052 -1.160 -0.316 -1.217
H 2.033676 -0.704190 -2.957270 0.159 -0.162 -0.358
H 1.159405 -2.272558 -3.016178 0.500 -0.048 -0.430
H 2.838836 -2.150020 -2.341439 -0.134 -0.260 -0.040
H 1.837121 -0.925575 -0.402432 0.093 0.156 -0.507
H 0.824214 -2.295435 -0.703616 -0.046 0.463 -0.470
H -0.837810 -0.841896 -1.978113 0.262 -0.395 -0.031
H 0.356529 0.473465 -2.120814 0.161 -0.464 0.194
H 0.734638 1.853443 -0.230796 0.137 -0.103 0.437
H 1.185277 0.517531 0.894736 -0.353 0.272 -0.194
H 0.396306 2.389138 2.326335 -0.309 0.011 -0.524
H -0.717064 1.056640 2.359844 -0.293 0.441 0.043
H -0.918592 3.442553 0.460796 -0.150 -0.040 -0.017
H -1.958932 3.360075 1.872760 0.315 -0.555 -0.288
H -3.115774 2.481322 -0.192748 0.027 0.547 -0.134
H -3.060061 1.367669 0.992940 -0.194 -1.221 0.759
H -1.255780 1.822666 -1.383909 0.019 -0.037 -0.816
H -2.448114 0.434047 -1.244175 0.284 0.005 -0.273
H -1.709290 -1.474098 -0.025339 0.646 0.184 0.657
H -1.642168 -0.503398 1.448202 -0.406 0.415 0.449
H -0.250117 -1.460003 1.046153 0.274 0.113 -0.352
Cl 1.547097 2.103728 -2.829988 0.248 0.519 -0.150
N -2.480409 -4.007008 -1.179505 -2.135 1.218 -3.535
S -1.751206 -4.749953 -0.099271 0.550 1.400 0.952
O -1.073992 -5.910684 -0.478217 1.484 -1.960 -0.576
O -2.465052 -4.753608 1.135716 0.072 0.468 0.080
F -0.523036 -3.630733 0.108952 -0.287 -1.056 0.705
S -2.079935 -3.948228 -2.780494 1.002 0.400 0.884
O -2.397664 -5.135613 -3.550188 0.023 2.315 1.290
O -0.769076 -3.328533 -2.911720 -1.106 -0.948 -0.121
F -3.022846 -2.666574 -3.212662 0.420 -2.023 0.586
```
Forces are in eV/Å.